This record from the Open Molecules 2025 dataset describes a single C5H7NO molecule. The level of theory is the ωB97M-V functional and the def2-TZVPD basis.

Geometry as XYZ:
```
14
C5H7NO the ωB97M-V functional and the def2-TZVPD basis
N 1.938 -1.896 -0.107
C 0.885 -1.269 -0.132
O 1.328 0.501 -1.325
C 0.511 1.360 -0.829
C -0.818 0.905 -0.504
C -1.253 -0.396 -1.034
C -0.437 -1.048 0.056
H 2.782 -1.330 -0.133
H -0.268 1.910 -1.609
H 0.876 2.212 -0.226
H -1.472 1.517 0.117
H -0.882 -0.617 -2.035
H -2.323 -0.586 -0.952
H -0.872 -1.261 1.025
```

Summary:
Electronic energy ... -8831.43615 eV
HOMO-LUMO gap (alpha / beta) ... 8.936 / 8.937 eV
Multiplicity ... 1

Population analysis type Mulliken, resulting atomic charges in e: N -0.600; C 0.719; O -0.681; C -0.018; C -0.404; C -0.381; C -0.781; H 0.310; H 0.133; H 0.375; H 0.414; H 0.239; H 0.313; H 0.360

This record from the Open Molecules 2025 dataset describes 12 unconnected molecules or ions with the total composition C24H72N4O12 in a non-equilibrium geometry. The level of theory is the ωB97M-V functional and the def2-TZVPD basis.

Geometry as XYZ:
```
112
C24H72N4O12 the ωB97M-V functional and the def2-TZVPD basis
N 10.504 33.120 -1.594
C 10.898 34.138 -2.254
N 11.270 33.783 -3.479
O 11.008 35.459 -1.778
H 10.211 33.139 -0.582
H 10.474 32.193 -2.033
H 11.536 34.465 -4.154
H 11.567 32.796 -3.686
N 13.577 29.926 7.325
C 14.466 29.766 6.410
N 14.636 30.909 5.857
O 15.118 28.654 6.122
H 13.395 29.135 7.995
H 12.890 30.714 7.383
H 15.449 30.925 5.176
H 14.112 31.808 6.004
C 14.789 30.017 0.173
C 16.065 30.397 0.886
C 17.175 29.331 0.897
O 16.589 31.425 0.428
H 14.325 29.204 0.676
H 15.001 29.737 -0.840
H 14.056 30.738 0.119
H 15.725 30.479 1.919
H 16.912 28.491 1.480
H 18.099 29.706 1.228
H 17.371 28.914 -0.111
H 15.986 32.180 0.170
C 13.268 32.384 2.417
C 12.836 33.683 1.957
C 13.974 34.690 2.079
O 12.440 33.685 0.770
H 14.128 32.134 1.765
H 12.602 31.632 2.107
H 13.569 32.282 3.484
H 11.945 33.970 2.545
H 14.898 34.311 1.611
H 14.219 34.869 3.084
H 13.751 35.584 1.502
H 11.976 34.553 0.732
C 17.089 32.677 4.669
C 17.630 31.362 4.095
C 19.025 31.059 4.346
O 16.952 30.332 4.354
H 17.737 33.535 4.477
H 16.978 32.644 5.737
H 16.126 32.855 4.235
H 17.610 31.454 3.015
H 19.712 31.806 3.880
H 19.235 30.061 3.903
H 19.202 30.984 5.386
H 17.409 29.553 4.027
C 13.731 33.678 6.474
C 12.254 33.477 6.636
C 11.477 33.566 5.251
O 11.977 32.354 7.128
H 13.855 34.748 6.307
H 14.156 33.193 5.587
H 14.365 33.369 7.326
H 11.861 34.179 7.371
H 11.515 34.602 4.820
H 10.415 33.207 5.422
H 11.878 32.852 4.542
H 11.112 32.454 7.510
C 9.229 29.136 1.197
C 10.240 28.674 0.233
C 11.146 29.853 -0.102
O 10.991 27.740 0.580
H 8.466 28.329 1.353
H 8.620 29.958 0.926
H 9.748 29.357 2.171
H 9.698 28.315 -0.666
H 11.744 30.011 0.755
H 10.683 30.761 -0.289
H 11.714 29.677 -0.976
H 11.616 27.686 -0.150
C 10.799 30.455 4.506
C 10.148 29.404 5.386
C 9.927 30.005 6.772
O 9.008 29.133 4.989
H 11.657 30.860 5.082
H 10.074 31.276 4.516
H 11.053 30.086 3.559
H 10.808 28.636 5.485
H 9.223 30.838 6.833
H 10.814 30.254 7.239
H 9.433 29.288 7.394
H 9.059 28.515 4.226
C 14.690 33.944 -1.803
O 14.708 33.121 -0.696
H 13.715 33.833 -2.240
H 15.476 33.709 -2.570
H 14.801 34.975 -1.394
H 13.957 33.273 -0.152
C 13.567 28.867 3.367
O 14.956 28.622 3.478
H 12.959 28.336 4.081
H 13.339 28.583 2.316
H 13.360 29.924 3.414
H 15.270 28.874 4.377
C 8.592 35.590 2.784
O 7.756 34.440 2.654
H 9.576 35.269 3.136
H 8.116 36.166 3.547
H 8.643 36.136 1.863
H 6.817 34.764 2.528
C 9.629 32.196 1.966
O 9.374 33.019 0.857
H 9.971 32.779 2.799
H 10.489 31.598 1.709
H 8.846 31.565 2.356
H 8.739 33.710 1.120
```

Summary:
Electronic energy ... -56577.23308 eV
HOMO-LUMO gap ... 8.614 eV
Multiplicity ... 1

Atomic partial charges in e from the Mulliken method, atoms 1 to 99: N 0.025; C 0.629; N -0.406; O -0.742; H -0.023; H 0.150; H 0.257; H 0.180; N -0.137; C 0.640; N 0.748; O -0.784; H 0.279; H 0.086; H -0.401; H -0.678; C -1.307; C 2.436; C -2.127; O -0.570; H 0.202; H 0.556; H 0.065; H -0.644; H 0.363; H 0.436; H 0.411; H 0.535; C 0.841; C 0.050; C -1.853; O 0.156; H -0.074; H -0.192; H -0.092; H 0.076; H 0.280; H 0.400; H 0.538; H 0.457; C -1.554; C 1.272; C -1.856; O -0.400; H 0.513; H 0.368; H 0.019; H -0.082; H 0.331; H 0.489; H 0.446; H 0.347; C -1.655; C -0.252; C 0.788; O -0.474; H 0.497; H 0.518; H 0.435; H 0.393; H 0.467; H 0.261; H -1.265; H 0.313; C -0.977; C 0.268; C -0.634; O -0.524; H 0.543; H 0.442; H -0.348; H 0.245; H 0.136; H -0.178; H 0.683; H 0.423; C 1.196; C -0.112; C -1.714; O -0.588; H -0.125; H 0.040; H -0.580; H 0.610; H 0.344; H 0.275; H 0.507; H 0.448; C -0.661; O -0.496; H 0.061; H 0.251; H 0.289; H 0.163; C -0.171; O -0.646; H 0.541; H 0.120; H -0.200

This record from the Open Molecules 2025 dataset describes 2 unconnected molecules or ions with the total composition C7H10O3 in a non-equilibrium geometry. The level of theory is the ωB97M-V functional and the def2-TZVPD basis.

Geometry as XYZ:
```
20
C7H10O3 the ωB97M-V functional and the def2-TZVPD basis
O 3.035 0.280 -3.010
C 2.058 0.608 -2.378
H 1.143 -0.016 -2.354
O 1.317 0.995 0.124
C -0.005 0.897 0.628
C -0.893 -0.074 -0.144
C -0.240 -1.323 0.543
C -1.606 -1.882 0.971
C -1.746 -0.359 1.134
C -0.275 -0.211 1.646
H -0.418 1.896 0.834
H -1.246 -0.012 -1.181
H 0.651 -1.864 0.202
H -2.215 -2.353 0.185
H -1.628 -2.481 1.893
H -2.607 0.232 1.470
H 0.064 -0.300 2.686
H 1.709 1.981 0.167
O 1.799 1.991 -2.061
H 1.104 1.995 -1.353
```

Summary:
Electronic energy ... -13559.26123 eV
HOMO-LUMO gap ... 10.916 eV
Multiplicity ... 1

Population analysis type Mulliken, resulting atomic charges in e: O -0.453; C 0.367; H 0.210; O -0.760; C 0.129; C -0.510; C -0.336; C -0.595; C -0.343; C -0.710; H 0.437; H 0.378; H 0.423; H 0.294; H 0.297; H 0.422; H 0.412; H 0.395; O -0.508; H 0.452

This record from the Open Molecules 2025 dataset describes a gas-phase ion, C15H24NO2 (charge +1) in a non-equilibrium geometry. The level of theory is the ωB97M-V functional and the def2-TZVPD basis.

Geometry as XYZ:
```
42
C15H24NO2 the ωB97M-V functional and the def2-TZVPD basis
C 6.273 1.580 -0.502
C 5.563 0.287 -0.555
O 4.123 0.450 -0.266
C 3.129 -0.438 0.089
C 3.292 -1.826 -0.080
C 2.326 -2.577 -0.175
C 1.066 -2.159 0.326
C 0.965 -0.884 0.702
O -0.327 -0.691 1.056
C -0.571 0.859 1.738
C -1.088 1.678 0.440
N -2.108 0.875 -0.115
C -3.337 0.902 0.227
C -4.463 0.954 -0.744
C -4.388 -0.352 -1.489
C -3.848 -1.435 -0.464
C -3.768 -0.654 0.922
C 1.879 0.276 0.531
H 7.117 1.491 -0.822
H 5.850 2.214 -1.111
H 6.121 2.098 0.643
H 5.523 -0.064 -1.578
H 5.917 -0.455 0.117
H 4.312 -2.010 -0.596
H 2.506 -3.622 -0.005
H 0.342 -2.876 0.416
H 0.255 1.122 2.199
H -1.338 0.847 2.486
H -1.515 2.637 0.980
H -0.259 1.847 -0.091
H -1.588 -0.211 -0.187
H -2.115 1.199 -1.122
H -3.613 1.542 0.921
H -4.259 1.726 -1.631
H -5.544 1.178 -0.292
H -5.417 -0.683 -1.778
H -3.681 -0.292 -2.620
H -4.676 -2.402 -0.273
H -2.986 -1.818 -0.788
H -4.547 -0.646 1.505
H -2.857 -0.893 1.361
H 1.734 1.226 0.623
```

Summary:
Electronic energy ... -21511.51123 eV
HOMO-LUMO gap ... 8.088 eV
Multiplicity ... 1
Net charge ... +1

Population analysis type Mulliken, resulting atomic charges in e: C -1.746; C -0.176; O -0.328; C 0.315; C -0.478; C -0.662; C -0.739; C 0.912; O -0.655; C -1.003; C -0.796; N 0.041; C -0.827; C -0.646; C -0.458; C -0.574; C -0.909; C -0.787; H 0.661; H 0.468; H 0.228; H 0.336; H 0.408; H 0.263; H 0.311; H 0.537; H 0.784; H 0.358; H 0.317; H 0.729; H 0.633; H 0.485; H 0.511; H 0.261; H 0.347; H 0.329; H 0.222; H 0.356; H 0.251; H 0.631; H 0.259; H 0.831